(1)
{"formula": "C48H117N11O6", "method": "wB97M-V/def2-TZVPD", "symbols": ["C", "C", "N", "C", "C", "C", "C", "H", "H", "H", "H", "H", "H", "H", "H", "H", "H", "H", "H", "H", "H", "H", "C", "C", "N", "C", "C", "C", "C", "H", "H", "H", "H", "H", "H", "H", "H", "H", "H", "H", "H", "H", "H", "H", "C", "C", "N", "C", "C", "C", "C", "H", "H", "H", "H", "H", "H", "H", "H", "H", "H", "H", "H", "H", "H", "H", "C", "C", "N", "C", "C", "C", "C", "H", "H", "H", "H", "H", "H", "H", "H", "H", "H", "H", "H", "H", "H", "H", "C", "C", "N", "C", "C", "C", "C", "H", "H", "H", "H", "H", "H", "H", "H", "H", "H", "H", "H", "H", "H", "H", "C", "N", "C", "C", "O", "H", "H", "H", "H", "H", "H", "H", "C", "N", "C", "C", "O", "H", "H", "H", "H", "H", "H", "H", "C", "N", "C", "C", "O", "H", "H", "H", "H", "H", "H", "H", "C", "N", "C", "C", "O", "H", "H", "H", "H", "H", "H", "H", "C", "N", "C", "C", "O", "H", "H", "H", "H", "H", "H", "H", "C", "N", "C", "C", "O", "H", "H", "H", "H", "H", "H", "H"], "xyz": [[-1.714, -5.543, 4.284], [-2.551, -5.554, 2.948], [-2.503, -4.241, 2.172], [-2.769, -3.075, 3.034], [-4.220, -3.008, 3.492], [-3.404, -4.302, 1.009], [-3.142, -5.456, 0.050], [-2.251, -4.935, 5.011], [-0.738, -5.100, 4.088], [-1.606, -6.606, 4.502], [-2.048, -6.210, 2.237], [-3.540, -5.957, 3.162], [-2.047, -3.080, 3.851], [-2.522, -2.151, 2.510], [-4.468, -2.450, 4.395], [-4.764, -2.541, 2.671], [-4.548, -4.047, 3.541], [-3.041, -3.384, 0.549], [-4.465, -4.307, 1.261], [-3.314, -5.112, -0.969], [-3.787, -6.265, 0.392], [-2.149, -5.894, -0.046], [0.282, -7.772, 0.832], [1.278, -6.978, -0.074], [1.757, -5.627, 0.416], [0.619, -4.814, 0.752], [1.087, -3.669, 1.541], [2.613, -4.978, -0.571], [3.993, -5.702, -0.646], [-0.682, -7.745, 0.324], [-0.015, -7.437, 1.826], [0.525, -8.833, 0.892], [2.199, -7.554, -0.168], [0.943, -7.025, -1.111], [-0.017, -4.499, -0.075], [-0.111, -5.289, 1.407], [1.614, -3.032, 0.829], [0.217, -3.128, 1.914], [1.759, -3.760, 2.394], [2.886, -3.965, -0.275], [2.182, -4.888, -1.568], [4.673, -4.974, -1.090], [4.072, -6.599, -1.261], [4.338, -5.953, 0.357], [4.891, -1.614, 4.516], [3.485, -1.626, 3.811], [2.589, -0.662, 4.523], [1.245, -1.242, 4.516], [1.038, -2.350, 5.492], [2.449, 0.658, 3.835], [3.674, 1.498, 3.778], [5.252, -2.642, 4.537], [4.777, -1.300, 5.554], [5.736, -1.020, 4.169], [3.458, -1.358, 2.754], [3.197, -2.669, 3.937], [0.598, -0.408, 4.789], [1.047, -1.564, 3.494], [1.561, -3.248, 5.163], [1.405, -1.923, 6.425], [-0.012, -2.614, 5.619], [1.667, 1.133, 4.427], [2.109, 0.357, 2.844], [4.436, 0.986, 3.191], [4.012, 1.643, 4.804], [3.409, 2.409, 3.240], [3.408, 2.819, -3.930], [2.313, 3.858, -3.963], [2.566, 5.062, -4.753], [2.681, 4.690, -6.177], [3.402, 5.837, -6.910], [1.652, 6.114, -4.508], [0.106, 5.986, -4.835], [2.940, 1.915, -3.542], [4.312, 3.170, -3.433], [3.713, 2.569, -4.946], [1.391, 3.383, -4.297], [2.014, 3.973, -2.921], [1.758, 4.362, -6.656], [3.466, 3.937, -6.247], [3.677, 5.517, -7.915], [4.351, 6.163, -6.483], [2.725, 6.662, -7.129], [1.695, 6.400, -3.457], [1.987, 7.027, -5.000], [-0.016, 6.072, -5.914], [-0.377, 5.155, -4.321], [-0.287, 6.928, -4.453], [-1.596, 1.806, 3.865], [-2.800, 2.717, 3.528], [-4.071, 2.377, 4.116], [-5.084, 3.376, 3.964], [-5.566, 3.691, 2.543], [-4.406, 0.971, 3.747], [-5.643, 0.414, 4.427], [-1.331, 1.702, 4.917], [-0.743, 2.195, 3.310], [-1.519, 0.819, 3.409], [-2.541, 3.697, 3.929], [-2.942, 2.885, 2.461], [-5.868, 3.046, 4.645], [-4.669, 4.259, 4.451], [-5.918, 2.839, 1.963], [-6.422, 4.354, 2.672], [-4.815, 4.259, 1.993], [-3.593, 0.270, 3.934], [-4.707, 0.859, 2.705], [-6.444, 1.129, 4.612], [-5.347, -0.100, 5.341], [-6.040, -0.343, 3.750], [-0.689, -0.524, 0.773], [0.057, 0.660, 0.390], [1.431, 0.679, 0.279], [2.092, 2.002, -0.024], [2.087, -0.346, 0.258], [-1.774, -0.454, 0.691], [-0.707, -0.547, 1.863], [-0.475, -1.465, 0.266], [-0.432, 1.536, 0.276], [2.170, 2.219, -1.089], [3.118, 1.998, 0.345], [1.575, 2.830, 0.460], [-0.663, -3.160, -2.270], [-0.817, -3.372, -3.803], [-0.542, -2.420, -4.698], [-0.840, -2.899, -6.113], [-0.201, -1.307, -4.543], [-0.929, -4.148, -1.894], [-1.432, -2.471, -1.919], [0.348, -3.047, -1.879], [-1.407, -4.135, -4.102], [-0.219, -2.379, -6.842], [-1.908, -2.725, -6.243], [-0.590, -3.960, -6.123], [-3.419, 3.413, -2.806], [-2.596, 4.595, -2.510], [-1.797, 4.640, -1.456], [-1.078, 5.934, -1.257], [-1.709, 3.776, -0.642], [-3.693, 3.474, -3.859], [-4.329, 3.393, -2.205], [-2.856, 2.509, -2.576], [-2.858, 5.408, -3.048], [-1.850, 6.661, -1.004], [-0.595, 6.249, -2.183], [-0.328, 5.939, -0.467], [4.395, 4.844, -0.803], [4.257, 5.885, -1.920], [5.248, 6.758, -2.205], [5.100, 7.813, -3.307], [6.211, 6.692, -1.468], [3.551, 4.932, -0.118], [5.208, 4.843, -0.077], [4.275, 3.818, -1.151], [3.447, 5.903, -2.524], [5.180, 7.119, -4.144], [5.906, 8.535, -3.446], [4.136, 8.318, -3.363], [-6.985, 0.364, -1.318], [-6.092, -0.555, -0.632], [-4.958, -0.268, -0.022], [-4.401, 1.178, -0.068], [-4.389, -1.077, 0.668], [-6.849, 1.443, -1.254], [-8.036, 0.314, -1.035], [-7.061, 0.130, -2.380], [-6.387, -1.521, -0.648], [-5.218, 1.780, 0.332], [-4.204, 1.412, -1.114], [-3.550, 1.344, 0.592], [5.597, -2.165, -0.812], [4.243, -1.910, -1.296], [3.902, -2.170, -2.545], [2.533, -1.515, -3.000], [4.641, -2.732, -3.363], [6.319, -1.418, -1.139], [5.862, -3.192, -1.065], [5.481, -2.092, 0.269], [3.747, -1.185, -0.798], [2.810, -0.586, -3.499], [1.734, -1.254, -2.306], [2.146, -2.165, -3.785]], "lumo_ev": 0.08, "molar_mass_g_mol": 944.54, "multiplicity": 1, "homo_energy_ev": -8.170, "de_lowest_kcal_mol": 141.02, "smiles": "CCN(CC)CC.CCN(CC)CC.CCN(CC)CC.CCN(CC)CC.CCN(CC)CC.CNC(C)=O.CNC(C)=O.CNC(C)=O.CNC(C)=O.CNC(C)=O.CNC(C)=O"}



(2)
{"formula": "C5H6O", "method": "wB97M-V/def2-TZVPD", "symbols": ["C", "C", "C", "O", "C", "C", "H", "H", "H", "H", "H", "H"], "xyz": [[1.069, -0.412, -0.322], [0.318, 0.867, -0.004], [-1.140, 0.495, 0.020], [-1.219, -0.974, -0.331], [-0.033, -1.410, -0.244], [-0.436, 0.689, 1.277], [1.860, -0.611, 0.405], [1.509, -0.511, -1.335], [0.652, 1.794, -0.475], [-1.975, 0.986, -0.468], [0.090, -2.484, -0.384], [-0.696, 1.572, 1.860]], "lumo_ev": -0.27, "molar_mass_g_mol": 82.10, "multiplicity": 1, "homo_energy_ev": -6.945, "de_lowest_kcal_mol": 107.66}



(3)
{"formula": "C24H20AsBrN4O4S10SbW", "method": "wB97M-V/def2-TZVPD", "symbols": ["W", "S", "As", "S", "S", "S", "C", "O", "C", "C", "C", "Br", "C", "C", "C", "O", "C", "N", "C", "C", "C", "C", "C", "C", "N", "H", "H", "H", "H", "H", "H", "H", "H", "H", "H", "H", "O", "C", "C", "C", "C", "C", "C", "C", "O", "N", "N", "C", "S", "C", "C", "S", "H", "H", "H", "H", "H", "H", "H", "H", "H", "S", "Sb", "S", "S", "S"], "xyz": [[-0.827, 0.994, 2.364], [-1.044, 0.244, 6.873], [-0.626, 1.695, 5.452], [0.819, 0.683, 3.941], [-2.356, 1.628, 3.944], [0.011, 3.624, 5.774], [3.600, 2.663, 1.003], [2.492, 2.224, 0.244], [2.598, 2.237, -1.102], [3.710, 2.650, -1.809], [3.689, 2.584, -3.201], [5.232, 3.148, -4.156], [2.594, 2.132, -3.889], [1.458, 1.728, -3.173], [1.467, 1.760, -1.787], [0.450, 1.321, -1.002], [0.289, 1.251, -3.929], [0.357, 0.570, -5.041], [-0.965, 0.352, -5.404], [-1.490, -0.320, -6.506], [-2.865, -0.378, -6.631], [-3.713, 0.217, -5.683], [-3.209, 0.880, -4.580], [-1.825, 0.928, -4.461], [-0.998, 1.482, -3.505], [3.863, 3.695, 0.758], [4.466, 2.013, 0.844], [3.290, 2.607, 2.044], [4.592, 3.008, -1.300], [2.576, 2.081, -4.967], [-0.240, 0.909, -1.539], [-0.832, -0.776, -7.235], [-3.302, -0.892, -7.478], [-4.785, 0.154, -5.819], [-3.856, 1.341, -3.845], [-1.282, 2.201, -2.834], [2.423, -0.753, -0.144], [2.433, -1.988, 0.387], [3.468, -2.823, -0.044], [3.580, -4.109, 0.436], [2.659, -4.600, 1.360], [1.635, -3.783, 1.785], [1.498, -2.472, 1.315], [0.378, -1.660, 1.830], [0.235, -0.419, 1.383], [-0.443, -2.166, 2.677], [-1.482, -1.289, 2.985], [-2.336, -1.857, 3.763], [-2.001, -3.438, 4.452], [-3.595, -3.588, 5.300], [-4.094, -2.195, 5.626], [-3.897, -1.193, 4.135], [1.667, -0.242, 0.199], [4.169, -2.422, -0.765], [4.391, -4.738, 0.089], [2.743, -5.610, 1.738], [0.904, -4.138, 2.499], [-3.424, -4.168, 6.207], [-4.299, -4.119, 4.660], [-3.514, -1.734, 6.425], [-5.152, -2.189, 5.885], [-4.060, 4.079, 1.879], [-2.465, 3.211, 0.594], [-0.270, 3.106, 1.795], [-2.462, 0.755, 0.691], [-2.032, 3.900, -1.506]], "charge": -1, "lumo_ev": -0.13, "molar_mass_g_mol": 1209.54, "multiplicity": 1, "homo_energy_ev": -6.098, "de_lowest_kcal_mol": 16.19}



(4)
{"formula": "C44H54F42N11O28S14", "method": "wB97M-V/def2-TZVPD", "symbols": ["C", "C", "C", "N", "C", "C", "C", "C", "C", "C", "H", "H", "H", "H", "H", "H", "H", "H", "H", "H", "H", "H", "H", "H", "H", "H", "H", "H", "H", "H", "C", "C", "C", "N", "C", "C", "C", "C", "C", "C", "H", "H", "H", "H", "H", "H", "H", "H", "H", "H", "H", "H", "H", "H", "H", "H", "H", "H", "H", "H", "C", "N", "C", "C", "C", "C", "C", "C", "C", "C", "N", "C", "C", "C", "H", "H", "H", "H", "H", "H", "H", "H", "H", "H", "H", "H", "H", "H", "C", "F", "F", "F", "S", "O", "O", "N", "S", "O", "O", "C", "F", "F", "F", "C", "F", "F", "F", "S", "O", "O", "N", "S", "O", "O", "C", "F", "F", "F", "C", "F", "F", "F", "S", "O", "O", "N", "S", "O", "O", "C", "F", "F", "F", "C", "F", "F", "F", "S", "O", "O", "N", "S", "O", "O", "C", "F", "F", "F", "C", "F", "F", "F", "S", "O", "O", "N", "S", "O", "O", "C", "F", "F", "F", "C", "F", "F", "F", "S", "O", "O", "N", "S", "O", "O", "C", "F", "F", "F", "C", "F", "F", "F", "S", "O", "O", "N", "S", "O", "O", "C", "F", "F", "F"], "xyz": [[8.126, -13.600, 21.457], [8.386, -12.848, 20.185], [7.236, -11.956, 19.729], [7.320, -11.437, 18.207], [8.818, -10.978, 17.921], [8.925, -10.241, 16.588], [7.999, -9.060, 16.508], [6.504, -9.531, 16.736], [6.312, -10.281, 18.088], [6.936, -12.611, 17.260], [7.754, -12.907, 22.211], [9.090, -14.052, 21.692], [7.371, -14.382, 21.374], [8.541, -13.611, 19.422], [9.322, -12.322, 20.373], [7.151, -11.144, 20.450], [6.297, -12.503, 19.809], [9.194, -10.406, 18.770], [9.463, -11.855, 17.985], [9.876, -9.748, 16.387], [8.632, -11.015, 15.878], [8.130, -8.355, 17.329], [8.225, -8.448, 15.635], [5.854, -8.656, 16.762], [6.200, -10.189, 15.922], [6.628, -9.574, 18.854], [5.269, -10.596, 18.136], [5.870, -12.704, 17.466], [7.607, -13.442, 17.477], [7.147, -12.347, 16.224], [9.103, -5.176, 16.407], [7.576, -5.310, 16.546], [6.859, -3.889, 16.370], [5.324, -3.982, 16.219], [4.759, -2.574, 16.076], [3.234, -2.489, 15.752], [2.930, -3.311, 14.527], [3.480, -4.766, 14.477], [4.975, -4.875, 14.956], [4.703, -4.613, 17.477], [9.481, -4.625, 17.268], [9.388, -4.531, 15.576], [9.637, -6.126, 16.414], [7.223, -5.718, 17.493], [7.346, -6.019, 15.751], [7.177, -3.387, 15.456], [6.999, -3.226, 17.224], [5.210, -2.187, 15.163], [4.915, -1.955, 16.960], [2.896, -1.517, 15.395], [2.608, -2.865, 16.561], [3.477, -2.858, 13.700], [1.865, -3.157, 14.353], [3.394, -5.073, 13.434], [2.805, -5.475, 14.956], [5.668, -4.632, 14.150], [5.256, -5.872, 15.297], [5.081, -4.178, 18.402], [4.989, -5.664, 17.522], [3.627, -4.778, 17.518], [7.814, -17.021, 18.020], [7.527, -18.297, 17.447], [7.061, -19.212, 18.229], [6.823, -20.481, 17.724], [7.151, -20.821, 16.424], [7.719, -19.819, 15.628], [7.939, -18.578, 16.201], [6.997, -22.194, 15.860], [7.861, -22.809, 14.956], [7.502, -24.008, 14.269], [6.309, -24.604, 14.633], [5.431, -23.995, 15.517], [5.718, -22.782, 16.059], [5.885, -25.842, 13.930], [7.639, -16.180, 17.348], [8.820, -17.006, 18.441], [7.047, -16.899, 18.785], [6.939, -19.014, 19.283], [6.478, -21.228, 18.424], [7.861, -20.053, 14.583], [8.339, -17.776, 15.598], [8.768, -22.276, 14.712], [8.136, -24.549, 13.583], [4.508, -24.548, 15.606], [5.029, -22.350, 16.770], [5.516, -26.441, 14.762], [6.722, -26.325, 13.426], [5.187, -25.486, 13.171], [13.125, -16.794, 16.221], [12.878, -17.756, 17.068], [14.303, -16.292, 16.622], [13.108, -17.219, 14.917], [11.751, -15.414, 16.220], [10.544, -16.087, 15.777], [11.785, -14.836, 17.610], [12.432, -14.334, 15.063], [11.929, -12.982, 15.590], [10.491, -12.859, 15.911], [12.811, -12.251, 16.571], [11.994, -11.983, 13.940], [11.669, -10.735, 14.144], [13.215, -12.062, 13.415], [11.150, -12.528, 13.089], [1.084, -12.863, 20.457], [0.466, -13.214, 21.589], [0.635, -13.512, 19.466], [0.989, -11.534, 20.229], [3.004, -13.299, 20.473], [3.601, -12.636, 19.237], [3.515, -12.785, 21.742], [3.111, -15.068, 20.500], [3.902, -15.287, 19.218], [3.189, -14.994, 17.991], [5.320, -14.906, 19.216], [3.826, -17.162, 19.252], [4.470, -17.515, 20.480], [2.524, -17.459, 19.245], [4.464, -17.650, 18.153], [12.487, -11.114, 23.683], [13.759, -11.242, 23.992], [12.027, -12.001, 22.766], [11.809, -11.234, 24.799], [12.081, -9.303, 23.152], [10.777, -8.840, 23.706], [13.194, -8.576, 23.746], [12.261, -9.372, 21.393], [11.168, -8.488, 20.903], [9.840, -9.144, 20.965], [11.256, -7.100, 21.263], [11.510, -8.556, 18.921], [10.540, -7.868, 18.335], [12.704, -8.016, 18.576], [11.546, -9.840, 18.582], [3.162, -9.647, 22.986], [4.023, -10.281, 23.798], [2.305, -10.588, 22.716], [2.529, -8.633, 23.515], [4.195, -9.110, 21.305], [5.183, -10.148, 21.083], [3.230, -9.014, 20.211], [4.774, -7.580, 21.877], [4.970, -6.891, 20.549], [5.953, -7.534, 19.702], [3.762, -6.438, 19.864], [5.911, -5.242, 21.170], [4.983, -4.404, 21.635], [6.741, -5.485, 22.160], [6.604, -4.676, 20.192], [10.818, -20.509, 17.868], [9.773, -21.382, 17.882], [11.881, -21.115, 17.272], [10.436, -19.408, 17.210], [11.160, -20.155, 19.732], [11.543, -21.383, 20.338], [12.277, -19.224, 19.640], [9.626, -19.571, 20.229], [10.157, -18.459, 21.230], [10.962, -19.060, 22.270], [10.654, -17.301, 20.498], [8.541, -17.782, 22.264], [8.849, -16.666, 22.969], [7.470, -17.515, 21.478], [8.305, -18.711, 23.116], [2.636, -10.192, 16.166], [3.854, -10.653, 15.947], [1.710, -10.938, 15.477], [2.385, -10.165, 17.528], [2.675, -8.408, 15.424], [3.583, -7.715, 16.353], [3.189, -8.414, 14.071], [1.023, -7.992, 15.678], [0.428, -7.863, 14.279], [0.821, -6.743, 13.458], [0.312, -9.100, 13.473], [-1.451, -7.483, 14.763], [-1.583, -6.252, 15.363], [-2.224, -7.436, 13.594], [-1.852, -8.399, 15.647], [5.339, -17.761, 11.807], [5.690, -16.565, 11.168], [4.409, -18.375, 11.148], [6.440, -18.633, 11.818], [4.718, -17.331, 13.606], [3.603, -18.245, 13.816], [5.851, -17.623, 14.526], [3.973, -15.735, 13.601], [5.189, -14.858, 14.050], [5.377, -14.736, 15.489], [6.448, -14.922, 13.246], [4.420, -13.090, 13.723], [5.402, -12.143, 13.732], [3.902, -13.147, 12.508], [3.520, -12.988, 14.710]], "charge": -2, "lumo_ev": [-0.84, -2.47], "molar_mass_g_mol": 2431.82, "multiplicity": 2, "homo_energy_ev": [-4.976, -4.975]}



- What is the multiplicity in the second record?
  1



- multiplicity of number 4 (C44H54F42N11O28S14)?
  2